CH8NS | the ωB97M-V functional and the def2-TZVPD basis

Each line ends with the Mulliken charge.
Geometry (Å):
N: 1.371 0.012 -1.996  -0.386
H: 2.121 0.640 -1.708  0.420
H: 0.578 -0.115 -1.382  0.060
H: 1.784 -0.917 -2.066  0.432
H: 0.930 0.228 -2.956  0.465
C: -1.300 -0.104 2.143  -0.679
S: -0.977 -0.531 0.376  0.250
H: -0.462 -0.586 2.754  0.383
H: -2.262 -0.438 2.580  0.374
H: -0.976 0.987 2.271  0.344
H: -0.806 0.823 -0.017  0.337

Values from the calculation:
- LUMO energy (spin up / spin down) (eV) = -8.98 / -13.63
- expectation value of S² = 0.753
- E_HOMO (spin up / spin down) (eV) = -21.72 / -22.34
- 2S+1 = 2
- frontier orbital gap (spin up / spin down) (eV) = 12.7429 / 8.7157
- net charge = +2

---

CH8O2S | the ωB97M-V functional and the def2-TZVPD basis

Each line ends with the Mulliken charge.
Geometry (Å):
C: -0.574 0.368 -1.565  -0.777
S: -0.114 1.326 -0.153  -0.199
H: -0.366 0.786 -2.608  0.304
H: -0.050 -0.571 -1.779  0.251
H: -1.726 0.362 -1.517  0.283
H: 0.509 2.336 -0.913  0.120
O: 0.977 0.495 2.250  -0.563
H: 0.102 0.553 1.979  0.314
H: 1.162 1.349 2.497  0.269
O: 0.055 -2.632 0.652  -0.619
H: -0.024 -2.273 -0.248  0.311
H: 0.050 -2.100 1.406  0.307

Values from the calculation:
- LUMO energy (eV) = 0.55
- SMILES = CS.O.O
- E_HOMO (eV) = -9.22
- frontier orbital gap (eV) = 9.7714

---

CH8O2S2 | the ωB97M-V functional and the def2-TZVPD basis

Each line ends with the Mulliken charge.
Geometry (Å):
C: 0.120 -1.259 -1.314  -0.639
S: 0.906 -0.270 -2.628  -0.041
S: 1.144 1.639 -1.896  -0.203
H: 0.434 -2.296 -1.495  0.310
H: -0.963 -1.236 -1.502  0.274
H: 0.332 -0.835 -0.349  0.160
H: -0.089 2.034 -1.579  0.149
O: -0.127 2.154 1.515  -0.615
H: 0.417 1.400 1.256  0.296
H: -1.029 1.953 1.245  0.307
O: -0.430 -0.764 2.038  -0.589
H: -1.059 -1.483 2.169  0.287
H: 0.345 -1.036 2.542  0.304

Values from the calculation:
- LUMO energy (eV) = 0.41
- SMILES = CSS.O.O
- E_HOMO (eV) = -8.57
- frontier orbital gap (eV) = 8.9797

---

CH8O2Si2 | the ωB97M-V functional and the def2-TZVPD basis

Each line ends with the Mulliken charge.
Geometry (Å):
O: 1.434 0.850 0.891  -0.534
C: 0.513 0.436 -0.128  0.288
O: 0.424 1.496 -1.028  -0.535
Si: 0.775 -1.244 -0.901  0.378
Si: -1.410 0.517 0.918  0.392
H: 2.211 1.156 0.311  0.323
H: 0.139 2.260 -0.644  0.308
H: 1.191 -0.872 -2.302  -0.112
H: 1.733 -2.060 -0.375  -0.144
H: -0.514 -2.161 -1.031  -0.109
H: -1.239 1.745 1.739  -0.101
H: -2.026 0.885 -0.324  -0.060
H: -1.478 -0.411 2.028  -0.092

Values from the calculation:
- LUMO energy (eV) = 0.68
- SMILES = OC(O)([SiH3])[SiH3]
- E_HOMO (eV) = -8.77
- frontier orbital gap (eV) = 9.4457

---

CH8O3 | the ωB97M-V functional and the def2-TZVPD basis

Each line ends with the Mulliken charge.
Geometry (Å):
C: 1.700 0.370 -0.156  -0.642
O: 0.782 0.156 0.925  -0.538
H: 1.597 -0.506 -0.871  0.271
H: 1.363 1.244 -0.641  0.237
H: 2.662 0.378 0.212  0.344
H: 1.256 -0.487 1.550  0.297
O: -1.813 -0.977 1.235  -0.599
H: -2.541 -0.801 1.725  0.298
H: -1.144 -0.329 1.362  0.353
O: -1.158 0.082 -2.070  -0.638
H: -1.719 0.850 -2.160  0.299
H: -0.984 0.020 -1.112  0.317

Values from the calculation:
- LUMO energy (eV) = 0.70
- SMILES = CO.O.O
- E_HOMO (eV) = -10.80
- frontier orbital gap (eV) = 11.4966

---

CH8O4 | the ωB97M-V functional and the def2-TZVPD basis

Each line ends with the Mulliken charge.
Geometry (Å):
C: 1.922 0.708 -0.977  0.027
O: 1.298 1.567 -0.341  -0.557
H: 1.622 -0.268 -0.699  0.144
H: 2.693 0.779 -1.647  0.318
O: -2.055 -1.000 -0.507  -0.702
H: -2.473 -0.595 -1.294  0.307
H: -1.831 -0.167 -0.020  0.407
O: -0.939 0.819 1.125  -0.759
H: -0.266 1.134 0.500  0.496
H: -0.310 0.213 1.734  0.316
O: 0.348 -1.610 0.426  -0.664
H: -0.644 -1.749 0.276  0.377
H: 0.461 -1.806 1.385  0.290

Values from the calculation:
- LUMO energy (eV) = 0.38
- SMILES = C=O.O.O.O
- E_HOMO (eV) = -10.54
- frontier orbital gap (eV) = 10.9254

---

CH8O5 | the ωB97M-V functional and the def2-TZVPD basis

Each line ends with the Mulliken charge.
Geometry (Å):
O: -0.654 1.890 0.624  -0.457
C: -1.605 1.200 0.831  0.162
O: -1.627 -0.149 0.733  -0.442
H: -2.569 1.591 1.153  0.346
H: -0.750 -0.458 1.070  0.453
O: 0.986 -0.616 1.447  -0.687
H: 1.187 0.315 1.593  0.312
H: 1.835 -1.054 1.334  0.303
O: 2.481 -1.131 -1.108  -0.620
H: 2.866 -0.888 -1.954  0.281
H: 1.537 -1.118 -1.329  0.389
O: -0.277 -0.564 -1.940  -0.650
H: -0.695 -0.232 -2.737  0.288
H: -0.970 -0.711 -1.292  0.323

Values from the calculation:
- LUMO energy (eV) = 0.65
- SMILES = O=CO.O.O.O
- E_HOMO (eV) = -10.94
- frontier orbital gap (eV) = 11.5924

---

CH8O5 | the ωB97M-V functional and the def2-TZVPD basis

Each line ends with the Mulliken charge.
Geometry (Å):
H: 0.858 -0.777 0.609  0.448
O: 1.877 -1.374 0.120  -0.536
O: 0.261 -0.093 1.458  -0.416
H: 2.039 -0.705 -0.538  0.414
H: 1.646 -2.119 -0.434  0.408
C: -0.111 0.998 0.920  0.213
H: -0.944 1.451 1.354  0.528
O: 0.494 1.397 -0.025  -0.134
O: -3.544 0.529 1.146  -0.598
H: -3.276 0.371 2.044  0.333
H: -2.863 0.112 0.687  0.298
O: 0.984 -0.271 -2.276  -0.660
H: 1.612 -0.152 -3.070  0.376
H: 0.968 0.633 -1.994  0.327

Values from the calculation:
- LUMO energy (spin up / spin down) (eV) = -4.75 / -10.25
- expectation value of S² = 0.755
- E_HOMO (spin up / spin down) (eV) = -15.38 / -15.33
- 2S+1 = 2
- frontier orbital gap (spin up / spin down) (eV) = 10.6369 / 5.0770
- net charge = +1

---

CH8OSi2 | the ωB97M-V functional and the def2-TZVPD basis

Each line ends with the Mulliken charge.
Geometry (Å):
O: -0.175 1.729 -0.619  -0.530
C: 0.040 0.514 0.178  -0.160
Si: 1.732 -0.451 -0.161  0.324
Si: -1.622 -0.411 -0.022  0.376
H: -0.028 2.578 -0.013  0.314
H: 0.048 0.730 1.212  0.283
H: 3.018 0.193 0.223  -0.115
H: 1.699 -1.678 0.865  -0.077
H: 1.642 -1.103 -1.544  -0.072
H: -2.872 0.461 0.289  -0.104
H: -1.809 -0.956 -1.329  -0.129
H: -1.673 -1.604 0.922  -0.110

Values from the calculation:
- LUMO energy (eV) = 0.56
- SMILES = OC([SiH3])[SiH3]
- E_HOMO (eV) = -9.78
- frontier orbital gap (eV) = 10.3385

---

CH8SSi2 | the ωB97M-V functional and the def2-TZVPD basis

Each line ends with the Mulliken charge.
Geometry (Å):
C: -0.165 1.541 -0.945  -0.570
Si: 0.279 1.964 0.887  0.398
Si: -0.118 -3.249 -0.079  0.451
S: -0.004 -0.370 -1.239  -0.363
H: 0.822 1.824 -1.450  0.202
H: -1.082 2.035 -1.487  0.315
H: 1.651 1.374 1.322  -0.074
H: 0.007 3.340 1.139  -0.139
H: -0.784 1.473 1.775  -0.116
H: -0.521 -3.434 -1.492  -0.012
H: 0.965 -3.698 0.618  -0.055
H: -1.051 -2.800 0.950  -0.037

Values from the calculation:
- LUMO energy (spin up / spin down) (eV) = -1.36 / -1.74
- E_HOMO (spin up / spin down) (eV) = -8.26 / -7.56
- frontier orbital gap (spin up / spin down) (eV) = 6.8960 / 5.8171

---

CH8SSi2 | the ωB97M-V functional and the def2-TZVPD basis

Each line ends with the Mulliken charge.
Geometry (Å):
Si: 1.392 -0.968 1.205  0.300
Si: -0.688 -0.370 0.178  0.476
C: -0.413 0.292 -1.604  -0.795
S: -1.998 1.087 -2.288  -0.173
H: 2.218 -1.882 0.343  -0.094
H: 1.304 -1.360 2.628  -0.116
H: 2.322 0.194 1.268  -0.112
H: -1.702 -1.257 0.548  -0.130
H: -1.258 0.917 0.643  -0.161
H: -0.136 -0.472 -2.340  0.343
H: 0.238 1.145 -1.766  0.376
H: -2.064 1.848 -1.260  0.086

Values from the calculation:
- LUMO energy (eV) = 0.67
- SMILES = [SiH3][SiH2]CS
- E_HOMO (eV) = -9.05
- frontier orbital gap (eV) = 9.7185

---

CH9N2 | the ωB97M-V functional and the def2-TZVPD basis

Each line ends with the Mulliken charge.
Geometry (Å):
N: -0.286 -1.597 -1.094  -0.944
H: 0.390 -2.291 -1.471  0.283
H: -0.868 -1.487 -1.931  0.288
H: 0.122 0.011 -0.576  0.324
H: -0.745 -2.400 -0.635  0.286
C: -0.197 0.996 1.314  -0.716
N: 0.503 0.820 0.006  -0.270
H: 0.121 1.938 1.758  0.354
H: -1.249 0.826 1.112  0.293
H: 0.207 0.281 2.042  0.317
H: 1.517 0.903 -0.046  0.362
H: 0.248 1.613 -0.600  0.421

Values from the calculation:
- LUMO energy (eV) = -3.43
- E_HOMO (eV) = -16.35
- frontier orbital gap (eV) = 12.9183
- net charge = +1

---

CH9N2 | the ωB97M-V functional and the def2-TZVPD basis

Each line ends with the Mulliken charge.
Geometry (Å):
N: 1.162 -1.679 -0.962  -0.348
H: 1.386 -1.630 -1.976  0.417
H: 0.776 -2.640 -0.791  0.425
H: -0.406 -0.362 -0.070  0.125
H: 2.013 -1.606 -0.367  0.423
C: -0.152 1.474 0.793  -0.698
N: -1.029 0.385 0.253  -0.142
H: 0.912 1.241 0.799  0.262
H: -0.119 2.354 0.147  0.348
H: -0.444 1.845 1.770  0.333
H: -1.630 0.757 -0.488  0.422
H: -1.643 -0.035 0.964  0.434

Values from the calculation:
- LUMO energy (spin up / spin down) (eV) = -8.71 / -15.67
- expectation value of S² = 0.753
- E_HOMO (spin up / spin down) (eV) = -22.54 / -22.54
- 2S+1 = 2
- frontier orbital gap (spin up / spin down) (eV) = 13.8276 / 6.8643
- net charge = +2

---

CH9N3 | the ωB97M-V functional and the def2-TZVPD basis

Each line ends with the Mulliken charge.
Geometry (Å):
N: -2.028 -0.338 0.560  -0.492
C: -0.856 0.056 -0.158  -0.028
N: 0.065 -1.035 -0.518  -0.657
H: -1.939 -0.996 1.313  0.154
H: -2.913 0.123 0.483  0.158
H: -0.288 0.714 0.534  0.138
H: -1.125 0.723 -0.985  0.253
H: 0.519 -0.837 -1.396  0.205
H: -0.531 -1.856 -0.512  0.194
N: 2.452 0.758 0.252  -0.742
H: 1.783 0.017 0.108  0.383
H: 2.079 1.440 0.896  0.229
H: 2.784 1.232 -0.576  0.206

Values from the calculation:
- LUMO energy (eV) = 1.06
- SMILES = NCN.N
- E_HOMO (eV) = -8.83
- frontier orbital gap (eV) = 9.8930

---

CH9N4 | the ωB97M-V functional and the def2-TZVPD basis

Each line ends with the Mulliken charge.
Geometry (Å):
C: -2.293 0.183 0.388  -0.927
N: -1.407 -0.562 -0.473  -0.173
N: 1.188 0.633 -0.288  -0.510
N: 1.839 -0.326 0.059  0.205
N: 3.096 -0.089 0.236  -0.399
H: -2.441 1.243 0.208  0.330
H: -3.250 -0.259 0.257  0.411
H: -1.638 -0.423 -1.444  0.384
H: -0.435 -0.139 -0.445  0.285
H: 1.773 1.430 -0.308  0.142
H: -2.104 0.042 1.408  0.365
H: 3.556 0.794 0.002  0.217
H: -1.521 -1.577 -0.233  0.383
H: 3.638 -0.949 0.635  0.288

Values from the calculation:
- LUMO energy (eV) = -3.12
- E_HOMO (eV) = -14.03
- frontier orbital gap (eV) = 10.9149
- net charge = +1

---

CH9N5 | the ωB97M-V functional and the def2-TZVPD basis

Each line ends with the Mulliken charge.
Geometry (Å):
C: -6.209 -2.393 2.465  -0.108
N: -6.937 -2.949 3.379  0.265
N: 8.665 2.453 -5.331  -0.269
N: 6.784 3.217 -2.800  -0.283
N: -7.582 -2.427 4.370  -0.464
N: 8.691 2.783 -4.210  0.211
H: -5.751 -1.481 2.647  0.279
H: -6.045 -2.954 1.478  0.233
H: -7.324 -3.852 3.049  0.322
H: 7.852 2.181 -5.931  0.356
H: 7.397 2.854 -1.994  0.334
H: 6.563 4.202 -2.808  0.306
H: -8.371 -2.945 4.705  0.256
H: -7.307 -1.543 4.639  0.217
H: 9.575 2.853 -3.659  0.345

Values from the calculation:
- LUMO energy (spin up / spin down) (eV) = -9.25 / -9.25
- E_HOMO (spin up / spin down) (eV) = -16.42 / -16.42
- frontier orbital gap (spin up / spin down) (eV) = 7.1687 / 7.1676
- net charge = +2

---

CH9N5O2 | the ωB97M-V functional and the def2-TZVPD basis

Each line ends with the Mulliken charge.
Geometry (Å):
N: 1.543 0.866 -0.881  -0.487
C: 0.705 -0.212 -0.834  0.438
O: -0.080 -0.474 -1.739  -0.635
N: 0.824 -0.964 0.353  0.710
N: 1.640 -0.578 1.396  -0.806
N: -0.122 -1.916 0.678  -0.823
H: 1.778 1.210 0.043  0.282
H: 1.280 1.563 -1.563  0.268
H: 2.551 -1.006 1.227  0.214
H: 1.267 -1.039 2.226  0.316
H: -0.813 -1.901 -0.085  0.295
H: 0.324 -2.828 0.571  0.243
N: -1.966 1.935 -0.439  -0.425
O: -2.482 0.698 0.132  -0.421
H: -2.740 2.579 -0.266  0.251
H: -1.999 1.718 -1.440  0.243
H: -1.709 0.348 0.622  0.338

Values from the calculation:
- LUMO energy (eV) = 0.81
- SMILES = NC(=O)N(N)N.NO
- E_HOMO (eV) = -8.50
- frontier orbital gap (eV) = 9.3138

---

CH9N6 | the ωB97M-V functional and the def2-TZVPD basis

Each line ends with the Mulliken charge.
Geometry (Å):
H: 0.186 1.177 2.141  0.233
N: 1.024 0.687 1.874  -0.629
C: 1.136 0.116 0.767  0.407
N: 1.978 -0.904 0.592  -0.508
N: 0.327 0.339 -0.461  0.069
N: -0.114 -0.854 -1.158  -0.598
N: -0.951 1.190 -0.364  0.023
N: -2.031 0.405 0.027  -0.585
H: 2.748 -1.015 1.325  0.307
H: 2.415 -1.055 -0.256  0.253
H: 0.535 -1.482 -0.809  0.309
H: 0.082 -0.637 -2.167  0.283
H: -0.673 1.976 0.374  0.372
H: -1.177 1.584 -1.241  0.345
H: -2.262 -0.312 -0.730  0.375
H: -1.687 -0.211 0.794  0.343

Values from the calculation:
- LUMO energy (eV) = -3.58
- SMILES = [H]/N=C(/N)N(N)[NH2+]N
- E_HOMO (eV) = -14.13
- frontier orbital gap (eV) = 10.5480
- net charge = +1

---

CH9NO2 | the ωB97M-V functional and the def2-TZVPD basis

Each line ends with the Mulliken charge.
Geometry (Å):
H: -0.439 0.465 -0.768  0.393
O: -0.272 -0.425 -1.653  -0.916
N: -0.735 1.154 0.305  -0.482
H: 0.487 -0.382 -2.118  0.250
H: -1.564 0.593 0.502  0.341
H: -0.870 2.111 0.080  0.289
C: 0.273 1.170 1.460  -0.754
H: 1.267 1.367 1.009  0.296
H: 0.164 1.861 2.361  0.300
H: 0.386 0.163 1.985  0.286
O: 0.301 -2.939 -0.791  -0.648
H: 0.674 -3.212 -1.591  0.274
H: 0.328 -1.928 -0.781  0.370

Values from the calculation:
- LUMO energy (eV) = 0.52
- E_HOMO (eV) = -9.53
- frontier orbital gap (eV) = 10.0515

---

no.,M (u)
1,66.149
2,84.140
3,116.207
4,108.245
5,68.072
6,84.071
7,100.070
8,100.070
9,92.246
10,108.314
11,108.314
12,49.097
13,49.097
14,63.104
15,77.111
16,91.118
17,123.116
18,105.125
19,67.088